[1]
{
  "formula": "C30H46O3P2Sn",
  "method": "ωB97M-V/def2-TZVPD",
  "elements": ["Sn", "C", "C", "C", "C", "C", "C", "H", "H", "H", "C", "H", "H", "H", "C", "H", "H", "H", "C", "H", "H", "H", "C", "H", "H", "H", "C", "C", "C", "C", "C", "C", "C", "C", "H", "H", "H", "H", "H", "H", "H", "H", "H", "H", "H", "H", "P", "C", "C", "P", "C", "C", "C", "H", "H", "H", "H", "H", "H", "H", "H", "H", "H", "H", "H", "H", "H", "O", "C", "C", "C", "C", "C", "C", "C", "O", "O", "H", "H", "H", "H", "H"],
  "positions_angstrom": [[1.68700, -0.72419, -0.82586], [-3.47224, 2.12554, -1.15658], [-4.00340, 0.81533, -1.26780], [-3.97007, 1.38015, 0.95808], [-3.44838, 2.47555, 0.22150], [-4.30646, 0.35280, 0.03828], [-3.06156, 2.98055, -2.29119], [-2.51900, 2.40099, -3.04871], [-2.41827, 3.79466, -1.94803], [-3.93173, 3.43270, -2.79006], [-2.95946, 3.74518, 0.80222], [-2.79217, 4.48971, 0.01557], [-2.01122, 3.59274, 1.34209], [-3.69134, 4.14643, 1.51779], [-4.17380, 1.35829, 2.42231], [-5.07910, 1.92016, 2.70593], [-3.32292, 1.81859, 2.94384], [-4.28371, 0.32927, 2.78220], [-4.89871, -0.95443, 0.39176], [-5.98711, -0.88265, 0.53268], [-4.46376, -1.33300, 1.32383], [-4.71157, -1.68516, -0.40071], [-4.24479, 0.06592, -2.52577], [-5.28765, 0.17824, -2.86255], [-4.05480, -1.00539, -2.37671], [-3.59020, 0.43850, -3.32172], [3.74680, -0.64224, -1.38942], [3.59886, -0.15419, -2.83055], [3.07681, -1.22236, -3.81712], [2.38740, -2.51263, -3.28483], [1.70575, -2.56703, -1.91009], [2.37576, -3.38101, -0.80417], [3.90754, -3.26324, -0.75317], [4.54033, -1.96218, -1.29155], [3.94319, -1.58492, -4.40133], [3.08638, -3.35877, -3.35372], [2.42782, -0.76238, -4.57621], [4.96096, -2.18881, -2.27669], [4.18866, 0.11908, -0.73060], [4.64500, 0.06880, -3.19187], [5.42801, -1.75187, -0.67598], [4.28641, -3.43766, 0.26845], [2.09390, -4.44716, -0.91292], [4.32238, -4.09196, -1.36288], [1.58764, -2.74773, -4.00099], [0.65593, -2.85727, -2.01281], [3.16578, 1.72417, -3.38484], [2.90771, 2.43393, -1.69459], [1.35369, 1.53096, -3.70377], [1.56986, -3.25468, 1.03560], [2.04132, -1.52238, 1.20388], [-0.19934, -3.13781, 0.66203], [1.69055, -3.92037, 2.70922], [2.06045, 1.94680, -1.17434], [2.64099, 3.49082, -1.82353], [3.81245, 2.35601, -1.09100], [1.09966, 0.51612, -4.03499], [1.12038, 2.24170, -4.51498], [0.76583, 1.81766, -2.82510], [2.73055, -4.09552, 3.00855], [1.12534, -4.85281, 2.82419], [1.26252, -3.16939, 3.38005], [1.39720, -1.02463, 1.93344], [3.10050, -1.41909, 1.47599], [-0.73110, -2.66920, 1.50406], [-0.58871, -4.15748, 0.48769], [-0.39144, -2.52628, -0.23357], [-1.36323, -0.27196, 4.24726], [-0.73333, 0.90734, 4.16225], [-0.46965, 1.63237, 5.34546], [0.19060, 2.85580, 5.27213], [0.60655, 3.35666, 4.02932], [0.33658, 2.64709, 2.85662], [-0.34319, 1.42864, 2.89063], [-0.60818, 0.62217, 1.63902], [-0.05315, 0.97299, 0.55704], [-1.37091, -0.39910, 1.77344], [-1.49916, -0.53254, 3.25590], [-0.79135, 1.21735, 6.30142], [0.38343, 3.42340, 6.19163], [1.14531, 4.30301, 3.97359], [0.66634, 3.01731, 1.88637]],
  "forces_ev_per_angstrom": [[0.6, 0.3, 2.6], [-0.1, 0.0, -0.2], [-0.2, -0.1, 0.0], [-0.2, 0.0, 0.5], [0.3, 0.4, -0.1], [-0.2, -0.2, 0.0], [0.3, 0.2, -0.1], [-0.1, 0.1, 0.1], [-0.1, -0.1, -0.1], [0.1, -0.1, 0.1], [-0.1, 0.2, -0.2], [0.0, -0.1, 0.3], [-0.2, 0.0, 0.0], [0.2, -0.1, -0.1], [0.1, -0.2, 0.2], [0.2, -0.1, -0.1], [-0.2, -0.1, -0.1], [0.0, 0.3, 0.0], [0.2, -0.3, -0.1], [0.2, 0.1, 0.0], [-0.1, 0.1, -0.1], [-0.1, 0.1, 0.2], [0.3, 0.0, -0.1], [0.2, 0.0, 0.1], [-0.1, 0.3, -0.1], [-0.2, -0.1, 0.1], [-0.4, 2.3, -0.1], [2.7, 1.5, -1.6], [0.4, -0.2, -0.5], [-0.2, -0.1, -0.3], [-2.5, -0.2, 0.2], [0.2, -2.6, 1.3], [0.5, -0.4, 0.1], [0.3, -0.2, 0.3], [-0.4, 0.2, 0.2], [-0.1, 0.2, 0.1], [0.1, -0.2, 0.3], [-0.3, 0.2, 0.0], [0.1, -0.2, -0.5], [-0.5, -0.8, 0.5], [-0.3, 0.0, -0.1], [-0.3, 0.0, -0.3], [0.3, 0.3, -0.8], [-0.2, 0.4, 0.4], [0.3, 0.0, 0.2], [0.4, -0.5, -0.2], [-0.8, -1.7, 1.4], [0.2, 0.1, -0.1], [-0.1, 0.5, -0.6], [-0.8, 3.8, -1.5], [-0.7, 0.0, 0.3], [-0.3, -0.8, 0.1], [0.7, -1.5, 0.0], [0.2, 0.2, 0.0], [0.1, -0.2, 0.2], [-0.1, 0.2, 0.0], [-0.1, 0.3, 0.0], [-0.3, -0.4, 0.2], [-0.1, -0.1, -0.1], [-0.2, 0.0, -0.1], [0.2, 0.1, -0.1], [0.0, 0.2, -0.4], [0.2, 0.0, 0.0], [-0.3, 0.1, -0.2], [0.2, -0.1, -0.3], [0.0, 0.4, 0.1], [0.1, -0.3, 0.4], [-0.1, -0.1, -0.8], [0.0, 0.3, 0.0], [0.1, 0.1, -0.4], [-0.1, -0.3, -0.1], [0.0, 0.0, -0.4], [0.3, 0.4, 0.4], [-0.1, -0.4, 0.2], [-0.6, -0.7, 1.3], [1.0, -0.5, -1.3], [0.9, 0.7, -0.9], [0.0, 0.1, 1.1], [0.1, 0.1, -0.3], [-0.1, -0.3, -0.5], [-0.2, -0.3, 0.0], [0.0, 0.0, 0.2]],
  "spin_multiplicity": 1,
  "e_above_lowest_kcal_mol": 0.0,
  "total_charge": 2
}


[2]
{
  "formula": "C17H14LiO3",
  "method": "ωB97M-V/def2-TZVPD",
  "elements": ["C", "C", "O", "C", "C", "C", "C", "C", "C", "C", "C", "O", "C", "C", "C", "C", "C", "C", "C", "O", "H", "H", "H", "H", "H", "H", "H", "H", "H", "H", "H", "H", "H", "H", "Li"],
  "positions_angstrom": [[3.70902, -1.76397, -0.35167], [4.95436, -0.71654, -0.14690], [4.62440, 0.50854, 0.59775], [4.02162, 1.53908, -0.30548], [2.41521, 1.60077, 0.13975], [1.96414, 2.06720, 1.66298], [0.33353, 2.08156, 2.03165], [-0.76378, 1.61339, 0.90403], [-0.24929, 1.12983, -0.60573], [1.33427, 1.12464, -1.03110], [-1.41692, 0.61922, -1.68786], [-1.36111, 0.90515, -2.99828], [-2.62005, -0.31467, -0.99674], [-3.26262, -1.65846, -1.69197], [-4.44869, -2.47366, -0.83891], [-5.00539, -1.94961, 0.61859], [-4.34712, -0.59044, 1.30552], [-3.15076, 0.19569, 0.50489], [-2.41409, 1.54216, 1.16562], [-3.07093, 2.49509, 1.84663], [3.91185, -2.39163, -1.32965], [3.59598, -2.55872, 0.52772], [2.65657, -1.26761, -0.47529], [5.76498, -1.29388, 0.51257], [5.52322, -0.46651, -1.16561], [4.57710, 2.56133, -0.16963], [4.13153, 1.20291, -1.42554], [2.74784, 2.37645, 2.50892], [-0.05416, 2.38598, 3.09898], [1.75927, 0.79378, -2.08250], [-2.88329, -2.06037, -2.73765], [-4.89528, -3.45949, -1.30697], [-5.85255, -2.48678, 1.25625], [-4.67630, -0.14933, 2.34959], [-7.55255, -1.14113, 0.31602]],
  "forces_ev_per_angstrom": [[-0.2, -0.7, -0.4], [1.0, -1.4, 0.4], [-0.2, 0.2, -2.6], [-1.0, -0.6, 0.8], [-2.6, 0.2, 0.2], [-3.2, -1.2, -2.9], [1.0, -1.3, -3.7], [2.8, -0.4, -0.9], [1.6, 0.5, 1.4], [-1.5, 1.5, 4.5], [1.0, 1.1, -4.2], [-0.5, -2.2, 8.4], [-2.3, -1.5, 1.6], [-1.3, 1.6, 4.1], [1.2, 2.9, 1.2], [2.6, 2.7, -1.7], [1.7, -0.7, -3.8], [-1.4, -2.3, -1.2], [-1.3, 3.5, 2.3], [3.9, -6.4, -4.2], [-0.4, 1.2, 1.9], [0.5, 1.9, -1.8], [2.1, -0.7, 0.2], [-1.8, 1.4, -1.4], [-1.5, -0.4, 2.1], [-1.2, -2.0, 0.0], [-0.4, 0.7, 2.2], [-1.9, -0.8, -2.3], [0.9, -0.6, -2.4], [-1.3, 0.8, 2.4], [-0.9, 1.0, 2.5], [1.0, 2.3, 1.1], [2.2, 0.7, -1.5], [0.7, -1.1, -2.4], [0.6, 0.1, -0.1]],
  "spin_multiplicity": 1,
  "e_above_lowest_kcal_mol": 405.1,
  "total_charge": 1
}


[3]
{
  "formula": "C9H11N4",
  "method": "ωB97M-V/def2-TZVPD",
  "elements": ["C", "C", "C", "C", "C", "C", "C", "C", "C", "N", "N", "N", "N", "H", "H", "H", "H", "H", "H", "H", "H", "H", "H", "H"],
  "positions_angstrom": [[3.25243, 0.63743, -0.32429], [-0.88741, 2.09473, 0.32266], [-0.15270, -0.51637, 0.13446], [-1.85720, 1.14587, -0.13230], [-1.49258, -0.22512, -0.07901], [0.76404, 0.51815, 0.40843], [0.56198, -1.94078, -0.03467], [2.07545, -1.50953, -0.06290], [2.51954, -0.20627, 0.53905], [3.99474, 1.28604, -0.93845], [0.37849, 1.82378, 0.58549], [-3.13055, 1.42886, -0.48431], [-2.38803, -1.19797, -0.35423], [-1.06631, 3.21246, 0.25573], [0.47413, -2.45957, 0.88112], [0.32941, -2.50400, -0.88398], [2.58353, -2.32057, 0.46623], [2.29568, -1.42248, -1.17986], [2.95751, -0.27266, 1.55085], [1.04841, 2.42173, 1.06805], [-3.55012, 2.35031, -0.40383], [-3.41434, 0.86079, -1.31710], [-2.09965, -2.16563, -0.23759], [-3.19646, -1.03920, 0.22046]],
  "forces_ev_per_angstrom": [[2.5, 1.4, -1.1], [-2.7, 2.3, -1.5], [2.7, -0.2, -0.7], [2.2, 1.1, 1.7], [1.4, 0.3, -0.2], [1.8, -1.5, 1.1], [1.0, 4.7, 2.1], [0.2, -1.6, -2.3], [-5.1, 1.1, 0.6], [-1.3, -0.7, 0.6], [1.6, -3.7, 0.3], [-1.4, -0.5, -1.4], [-0.7, -0.5, 0.4], [-0.3, -1.6, 0.3], [-0.8, -1.0, 0.8], [-0.6, -0.7, -1.2], [0.5, 0.0, -0.8], [0.3, -0.6, 1.5], [-0.6, 0.3, -0.4], [-0.5, 0.4, -0.5], [0.5, -0.3, -0.2], [-0.1, 1.0, 1.2], [0.3, 0.4, -0.1], [-1.0, 0.0, -0.3]],
  "spin_multiplicity": 1,
  "e_above_lowest_kcal_mol": 41.7,
  "total_charge": 1
}


[4]
{
  "formula": "C2H9N2S",
  "method": "ωB97M-V/def2-TZVPD",
  "elements": ["C", "S", "H", "H", "H", "N", "C", "N", "H", "H", "H", "H", "H", "H"],
  "positions_angstrom": [[-0.83218, -2.20210, -1.25232], [0.68565, -1.21361, -1.48551], [-0.53629, -3.24193, -1.03396], [-1.47162, -1.77164, -0.38539], [-1.39228, -2.00358, -2.11373], [1.14162, 1.98383, 0.07601], [0.10127, 1.59600, 1.16153], [-0.28480, 0.11624, 1.16801], [1.88361, 1.33632, 0.08328], [0.76204, 1.85157, -0.82371], [0.67547, 1.76285, 2.07325], [-0.74167, 2.30271, 1.12527], [-0.60047, -0.07027, 0.25087], [0.60965, -0.44639, 1.15640]],
  "forces_ev_per_angstrom": [[0.4, 1.0, 2.5], [0.5, 0.0, -0.3], [-0.7, 0.3, -0.3], [0.9, -1.0, -1.0], [-1.1, -0.6, -1.4], [-1.9, 1.2, 2.1], [2.3, -1.7, -1.1], [1.3, 1.9, 1.5], [0.9, -1.1, 0.4], [-0.9, -0.3, -1.2], [-0.4, 0.1, 0.2], [0.2, -0.6, -0.2], [-0.5, -0.3, -1.3], [-1.2, 1.0, 0.0]],
  "spin_multiplicity": 1,
  "e_above_lowest_kcal_mol": 23.7,
  "total_charge": -1
}


[5]
{
  "formula": "C19H24N2O5S",
  "method": "ωB97M-V/def2-TZVPD",
  "elements": ["C", "O", "C", "C", "C", "C", "C", "C", "N", "C", "O", "C", "N", "C", "C", "C", "C", "O", "C", "C", "C", "S", "C", "O", "O", "C", "C", "H", "H", "H", "H", "H", "H", "H", "H", "H", "H", "H", "H", "H", "H", "H", "H", "H", "H", "H", "H", "H", "H", "H", "H"],
  "positions_angstrom": [[1.73859, -2.63825, -1.91733], [1.75097, -1.28490, -2.29294], [0.58467, -0.58569, -2.25110], [-0.65699, -1.12144, -1.93699], [-1.77529, -0.30003, -1.91227], [-1.69031, 1.05289, -2.19357], [-2.90998, 1.93032, -2.11284], [-2.69549, 3.11984, -1.16566], [-2.19059, 2.70060, 0.12016], [-0.93713, 2.96257, 0.51636], [-0.13542, 3.61940, -0.11750], [-0.60014, 2.35905, 1.88822], [-0.61863, 0.91014, 1.87462], [0.55515, 0.19303, 1.60587], [0.79950, -1.02121, 2.23311], [1.94059, -1.75277, 1.94300], [2.86938, -1.26868, 1.02977], [4.02153, -1.90493, 0.67205], [4.33375, -3.12706, 1.29272], [2.63189, -0.03753, 0.41677], [1.49081, 0.68254, 0.69261], [-1.96574, 0.14240, 2.48253], [-2.19615, -1.26385, 1.36746], [-3.06082, 1.05369, 2.27644], [-1.77365, -0.34028, 3.81745], [-0.44510, 1.57466, -2.53517], [0.67305, 0.77261, -2.56208], [1.14727, -3.24497, -2.61217], [2.77795, -2.96069, -1.95063], [1.35272, -2.76753, -0.90023], [-0.77173, -2.17226, -1.71763], [-2.73797, -0.73544, -1.67991], [-3.75816, 1.33862, -1.76207], [-3.15764, 2.32253, -3.10253], [-1.95427, 3.80730, -1.57836], [-3.63977, 3.65564, -1.02861], [-2.77966, 2.14226, 0.72875], [0.38747, 2.71262, 2.19630], [-1.34567, 2.68920, 2.61486], [0.11377, -1.38161, 2.98187], [2.09504, -2.69046, 2.45341], [5.29161, -3.43354, 0.87515], [4.43309, -3.01519, 2.37723], [3.58367, -3.89527, 1.07464], [3.35852, 0.33211, -0.28769], [1.32460, 1.62660, 0.20063], [-1.84971, -2.16726, 1.85007], [-3.25894, -1.32349, 1.16812], [-1.64473, -1.06347, 0.45749], [-0.34542, 2.62200, -2.77209], [1.63951, 1.17520, -2.81833]],
  "forces_ev_per_angstrom": [[0.0, -0.3, 0.1], [-0.1, 0.4, -0.1], [-0.1, 0.1, -0.1], [0.3, -0.3, 0.0], [0.0, 0.2, -0.1], [-0.3, -0.2, 0.0], [0.1, 0.2, 0.1], [0.0, 0.0, -0.2], [-0.5, 0.0, -0.1], [0.0, -0.1, 0.5], [0.4, 0.2, -0.1], [-0.1, 0.4, 0.0], [-0.9, -0.3, 0.3], [0.5, -0.6, 0.0], [0.1, 0.2, -0.1], [0.3, -0.2, -0.2], [-0.1, 0.1, 0.1], [-0.1, 0.3, -0.2], [0.1, -0.2, 0.1], [0.1, -0.2, 0.2], [-0.1, 0.0, 0.1], [0.1, -0.5, -0.4], [0.3, 0.5, 0.4], [-0.2, 0.2, -0.1], [0.2, -0.1, 0.0], [0.0, -0.2, 0.0], [0.1, -0.2, 0.0], [0.0, 0.0, 0.0], [-0.1, 0.0, 0.0], [0.0, 0.0, 0.0], [0.0, -0.1, 0.0], [-0.1, 0.0, 0.0], [0.0, 0.0, -0.1], [-0.1, 0.0, 0.0], [-0.2, 0.0, 0.0], [0.1, 0.0, -0.1], [0.1, 0.1, -0.1], [-0.2, -0.1, -0.1], [0.1, 0.2, 0.0], [0.0, -0.1, 0.1], [0.1, -0.1, 0.0], [-0.1, 0.0, 0.1], [0.0, 0.0, 0.0], [0.0, 0.0, 0.0], [0.1, 0.1, -0.1], [0.0, 0.2, -0.1], [0.1, -0.1, 0.1], [-0.2, 0.1, 0.0], [0.0, 0.0, -0.1], [0.0, 0.2, 0.0], [0.2, 0.1, 0.0]],
  "smiles": "COc1ccc(CCNC(=O)CN(c2ccc(OC)cc2)S(C)(=O)=O)cc1",
  "spin_multiplicity": 1,
  "e_above_lowest_kcal_mol": 60.9
}


[6]
{
  "formula": "C6H7P",
  "method": "ωB97M-V/def2-TZVPD",
  "elements": ["C", "C", "C", "C", "C", "C", "P", "H", "H", "H", "H", "H", "H", "H"],
  "positions_angstrom": [[-0.58886, -1.68895, 0.70859], [-0.06566, -1.09451, -0.35943], [-0.90403, 0.88577, 0.55200], [-0.09972, -0.32082, 0.98227], [-0.38825, -0.28501, -1.44658], [-0.95385, 0.83951, -0.99957], [3.55999, -0.17844, -0.29341], [-0.99851, -2.55198, 1.29173], [-1.90022, 0.79661, 0.90082], [-0.30855, 1.83012, 0.85012], [0.64945, -0.11854, 1.58821], [-0.54270, -0.64804, -2.50151], [-1.58145, 1.54810, -1.59193], [4.12236, 0.98617, 0.31869]],
  "forces_ev_per_angstrom": [[0.5, -0.7, 0.2], [0.0, -2.1, 3.4], [1.6, 1.8, -0.8], [-3.3, -0.6, -3.4], [-1.1, 0.4, -3.7], [-0.4, 0.5, 0.9], [0.0, 0.2, 0.1], [0.2, 0.9, -1.2], [-1.3, 0.8, 0.6], [-1.5, -1.2, 0.0], [4.0, 0.6, 2.4], [0.6, 0.5, 1.2], [0.7, -0.7, 0.5], [-0.1, -0.2, -0.1]],
  "spin_multiplicity": 1,
  "e_above_lowest_kcal_mol": 169.3
}


Number 1: F_max 4.219 eV Å⁻¹. Number 2: F_max 8.677 eV Å⁻¹. Number 3: F_max 5.229 eV Å⁻¹. Number 4: F_max 3.083 eV Å⁻¹. Number 5: F_max 0.981 eV Å⁻¹. Number 6: F_max 4.781 eV Å⁻¹.